Record 1
C50H42BaClI2N6O3PS | ωB97M-V/def2-TZVPD

Values from the calculation:
multiplicity: 1
strongest force on any atom: 4.20 eV/A
Kohn-Sham gap: 4.29 eV
E_tot: -4305.4260 hartree

Each line ends with the Löwdin charge.
Atoms and positions in Å:
Ba1 14.741 14.846 12.479  1.9296
I1 10.049 14.735 3.881  0.0336
I2 11.922 12.773 3.066  0.0686
Cl1 12.090 8.774 13.746  0.6669
S1 17.611 14.353 15.021  0.9514
P1 12.048 8.954 10.551  1.0799
O1 16.136 14.560 14.663  -0.7808
O2 13.228 15.002 10.370  -0.2474
O3 18.462 13.428 9.349  -0.0099
N1 12.698 16.260 13.749  -0.0230
N2 11.968 13.680 13.145  0.0788
N3 14.090 16.345 7.391  0.1437
N4 15.890 12.105 11.552  0.0301
N5 14.932 16.545 10.380  -0.0448
N6 16.722 14.576 10.484  -0.0253
C1 15.013 6.189 11.404  -0.0819
C2 10.548 16.955 13.011  -0.0107
C3 13.178 7.736 12.830  -0.6358
C4 17.490 9.782 11.214  -0.0597
C5 13.185 7.805 11.428  -0.3937
C6 12.431 18.503 13.088  -0.0189
C7 18.475 16.238 9.888  -0.0840
C8 7.825 7.428 10.610  -0.0830
C9 8.856 6.481 10.548  -0.0853
C10 14.988 6.117 12.785  -0.0711
C11 13.829 8.822 6.292  -0.0940
C12 10.170 6.837 10.415  -0.0979
C13 18.474 15.932 14.893  -0.2760
C14 14.078 15.399 8.310  -0.2181
C15 17.090 12.201 10.855  -0.1509
C16 16.274 9.752 11.877  -0.1006
C17 19.500 15.865 13.701  -0.1894
C18 11.047 14.577 13.547  -0.2317
C19 17.168 15.843 10.067  -0.2643
C20 17.911 11.045 10.684  -0.0041
C21 15.562 10.922 12.112  -0.1576
C22 18.879 17.441 9.444  -0.1180
C23 14.010 15.972 6.095  -0.1355
C24 13.947 13.723 6.573  -0.0694
C25 10.279 11.999 13.501  -0.0806
C26 13.820 9.660 8.523  -0.1108
C27 14.150 7.056 10.777  -0.1008
C28 8.100 8.769 10.519  -0.0769
C29 12.789 8.808 8.813  -0.3801
C30 14.314 9.761 7.213  -0.0623
C31 18.772 13.642 13.875  -0.3448
C32 12.753 8.003 6.608  -0.0925
C33 14.146 15.664 9.771  -0.5917
C34 11.565 12.418 13.190  -0.1309
C35 17.914 18.450 9.274  -0.1285
C36 14.028 14.066 7.930  0.0109
C37 13.883 14.692 5.644  -0.1467
C38 12.190 7.990 7.879  -0.0895
C39 9.429 9.168 10.379  -0.0930
C40 11.087 18.182 12.770  -0.0456
C41 13.190 17.485 13.648  -0.1662
C42 9.339 12.875 13.953  -0.0341
C43 14.100 6.928 13.519  -0.0922
C44 16.587 18.218 9.527  -0.0403
C45 16.253 16.897 9.973  -0.2392
C46 10.451 8.195 10.455  -0.4264
C47 17.461 13.542 10.073  -0.5082
C48 9.793 14.212 13.984  -0.0105
C49 11.437 16.004 13.443  -0.2529
C50 19.235 14.649 12.857  -0.2304
H1 14.143 6.899 14.591  0.0984
H2 14.327 8.732 5.330  0.1012
H3 18.299 12.670 13.575  0.1028
H4 19.303 15.494 10.085  0.1219
H5 12.255 11.668 12.873  0.0634
H6 18.429 14.752 12.118  0.0831
H7 16.015 8.772 12.327  0.0930
H8 17.949 8.812 10.844  0.1256
H9 8.553 5.437 10.682  0.1100
H10 19.414 16.742 13.088  0.1066
H11 13.983 13.281 8.680  0.1115
H12 8.343 12.543 14.179  0.1081
H13 17.712 16.640 14.786  0.0651
H14 12.338 7.325 5.823  0.1151
H15 15.707 18.921 9.560  0.1219
H16 18.914 16.090 15.857  0.0768
H17 7.412 9.547 10.441  0.0858
H18 18.769 11.075 10.020  0.1024
H19 15.552 5.544 10.792  0.0899
H20 20.522 15.804 14.099  0.1185
H21 12.729 19.460 12.705  0.1049
H22 13.878 16.751 5.340  0.1056
H23 14.202 10.311 9.258  0.0798
H24 13.992 12.682 6.427  0.0749
H25 15.234 10.268 6.924  0.1104
H26 10.641 18.974 12.162  0.1168
H27 6.818 7.098 10.914  0.1133
H28 9.498 16.690 12.717  0.1404
H29 20.108 14.352 12.288  0.1282
H30 10.964 6.131 10.596  0.1119
H31 18.276 19.474 8.946  0.1103
H32 14.604 10.946 12.709  0.1088
H33 11.368 7.295 8.146  0.1086
H34 19.553 13.385 14.626  0.1072
H35 14.279 7.062 9.681  0.1171
H36 9.129 15.054 14.227  0.1152
H37 10.125 10.924 13.251  0.0946
H38 14.205 17.656 13.940  0.0999
H39 13.898 14.559 4.581  0.0397
H40 9.791 10.171 10.363  0.0772
H41 19.927 17.683 9.318  0.0958
H42 15.662 5.503 13.276  0.0823


Record 2
C50H42BrKN2O6P2 | ωB97M-V/def2-TZVPD

Values from the calculation:
ΔE to the lowest compared entry with this formula, charge and spin: 58.4 kcal per mole
multiplicity: 1
strongest force on any atom: 3.62 eV/A
Kohn-Sham gap: 6.17 eV
net charge: -2
E_tot: -6348.2423 hartree

Each line ends with the Löwdin charge.
Atoms and positions in Å:
Br1 0.344 8.810 -0.387  0.6007
K1 -1.855 0.943 0.545  0.8969
P1 1.735 -1.372 0.384  1.0537
P2 0.150 -1.378 -2.038  1.0846
O1 -3.470 -2.366 -0.300  0.0217
O2 -2.678 1.656 -1.602  -0.1485
O3 -1.640 3.321 0.995  -0.1184
O4 -5.773 1.133 1.229  -0.0411
O5 -3.749 0.201 1.379  -0.1589
O6 -1.725 -1.019 -0.603  -0.3370
N1 0.437 0.556 3.069  0.1525
N2 0.448 3.265 2.894  0.1338
C1 -0.698 -2.985 -2.240  -0.3301
C2 -4.662 0.691 -0.803  -0.1086
C3 1.053 1.251 4.032  -0.1600
C4 0.033 -0.723 -3.781  -0.3658
C5 -0.960 -5.323 -1.693  -0.0936
C6 -2.708 -4.178 -2.848  -0.0786
C7 -4.572 2.296 -2.721  -0.1036
C8 2.274 2.767 6.047  -0.1103
C9 2.185 -5.775 1.736  -0.1015
C10 1.675 0.618 5.144  -0.1686
C11 0.037 4.994 1.290  -0.1422
C12 4.669 -0.297 3.138  -0.1000
C13 -2.977 0.557 -2.438  -0.2907
C14 -4.725 0.656 0.771  -0.6868
C15 -3.824 -0.361 -1.554  -0.1169
C16 0.966 -5.119 1.774  -0.0850
C17 -1.483 6.605 -0.446  -0.1636
C18 0.832 4.286 2.233  -0.1087
C19 -4.021 1.996 -1.310  -0.2762
C20 0.376 -0.745 3.159  -0.1629
C21 -3.890 1.176 -3.523  -0.0951
C22 -0.214 -4.158 -1.673  -0.0981
C23 2.984 -0.524 1.436  -0.3692
C24 2.755 -1.333 -1.183  -0.4094
C25 1.995 -3.125 0.887  -0.3717
C26 3.857 1.652 2.010  -0.0900
C27 -1.959 -3.018 -2.831  -0.1152
C28 -2.952 -1.328 -0.697  -0.6895
C29 3.808 -1.091 2.400  -0.0978
C30 -0.259 7.045 0.065  -0.7186
C31 -2.213 -5.338 -2.278  -0.1022
C32 1.666 3.406 4.969  -0.0331
C33 1.083 2.683 3.930  -0.2237
C34 2.305 1.399 6.131  -0.0741
C35 -0.262 -1.443 -4.935  -0.0922
C36 3.005 0.860 1.268  -0.1137
C37 0.495 6.255 0.889  -0.1292
C38 -1.209 4.457 0.755  -0.3910
C39 1.634 -0.791 5.187  -0.0283
C40 4.701 1.073 2.946  -0.1016
C41 0.358 1.248 -5.150  -0.0955
C42 0.345 0.629 -3.913  -0.1097
C43 3.302 -5.117 1.247  -0.0972
C44 1.956 -1.968 -2.311  -0.3706
C45 0.871 -3.805 1.350  -0.1174
C46 0.987 -1.475 4.193  -0.0529
C47 3.210 -3.802 0.826  -0.1114
C48 0.039 0.526 -6.289  -0.1158
C49 -0.270 -0.820 -6.172  -0.1015
C50 -1.922 5.359 -0.125  -0.0109
H1 -2.059 0.102 -2.804  0.1090
H2 2.010 -3.056 -2.260  0.0544
H3 2.811 0.906 6.950  0.0952
H4 -3.698 -4.172 -3.283  0.1031
H5 -2.363 -2.118 -3.267  0.1041
H6 -4.234 3.279 -3.053  0.1040
H7 2.351 -1.659 -3.282  0.0707
H8 0.087 -5.632 2.134  0.1043
H9 -5.660 2.275 -2.773  0.1073
H10 0.951 -2.556 4.188  0.0980
H11 2.269 -6.796 2.084  0.0928
H12 2.745 3.372 6.815  0.0918
H13 -0.487 -2.499 -4.870  0.0988
H14 -2.801 -6.247 -2.287  0.0900
H15 -0.512 -1.391 -7.060  0.0918
H16 -4.479 -1.012 -2.144  0.1447
H17 -5.709 0.639 -1.118  0.1407
H18 2.113 -1.309 6.012  0.1088
H19 5.371 1.688 3.533  0.0942
H20 2.310 1.308 0.570  0.1084
H21 -3.308 1.563 -4.362  0.1028
H22 -2.069 7.256 -1.084  0.0884
H23 2.885 -0.268 -1.398  0.0715
H24 4.253 -5.634 1.201  0.0939
H25 -0.083 -3.298 1.347  0.1096
H26 0.616 2.295 -5.227  0.0973
H27 0.750 -4.178 -1.187  0.0721
H28 -0.173 -1.235 2.367  0.0819
H29 4.095 -3.298 0.457  0.0991
H30 -4.601 0.442 -3.903  0.1059
H31 1.645 4.487 4.931  0.1002
H32 1.436 6.623 1.280  0.0932
H33 0.567 1.195 -3.018  0.1052
H34 3.745 -1.787 -1.059  0.0687
H35 1.857 4.683 2.369  0.1194
H36 -4.076 2.824 -0.608  0.1527
H37 5.317 -0.752 3.877  0.0951
H38 -0.562 -6.218 -1.228  0.0934
H39 -2.868 5.007 -0.511  0.1007
H40 3.772 -2.155 2.589  0.0902
H41 0.021 1.007 -7.260  0.0896
H42 3.853 2.724 1.874  0.0977


Across the entries above, lowest unoccupied orbital energy takes the values -2.145 3.860 eV, respectively.